[1]
Here is a structure of composition C45H59BIrNO2P2Te from OMol25. Energies are from wB97M-V/def2-TZVPD.

XYZ file:
```
112
Properties=species:S:1:pos:R:3:forces:R:3:lowdin_spin:R:1
Ir -0.7285 0.0371 0.3268 0.3 -0.1 0.1 2.381
C -3.4258 2.4780 0.6917 0.1 0.1 0.0 0.003
C -2.9826 1.0990 1.1034 -0.2 -0.1 0.0 0.066
C -3.5010 -0.0288 0.4180 -0.1 0.0 0.0 0.090
C -4.3762 0.1801 -0.7809 -0.2 0.0 0.0 0.007
C -3.2443 -1.3268 0.9011 -0.1 0.1 -0.1 0.154
C -3.8954 -2.5238 0.2762 0.0 0.0 0.0 0.015
C -2.3830 -1.5152 2.0087 0.2 0.2 0.1 0.091
C -2.0600 -2.9116 2.4582 0.0 0.0 0.0 0.008
C -1.9275 -0.3991 2.7458 0.0 -0.2 -0.3 0.074
C -1.3604 -0.5465 4.1261 0.1 0.0 0.0 0.009
C -2.1932 0.9161 2.2660 -0.1 0.0 -0.2 0.078
C -1.7707 2.0899 3.0958 0.0 0.0 0.1 0.010
H -2.7514 2.9189 -0.0487 0.0 0.0 0.0 0.002
H -3.4699 3.1512 1.5428 0.0 0.0 0.0 0.000
H -4.4196 2.4484 0.2537 0.0 0.0 0.0 0.000
H -5.4208 0.2718 -0.4676 0.0 0.0 0.0 0.004
H -4.3030 -0.6478 -1.4765 0.0 0.0 0.0 0.001
H -4.1036 1.0824 -1.3216 0.0 0.0 0.0 0.001
H -3.2048 -3.0258 -0.4104 0.0 0.0 0.0 0.007
H -4.7868 -2.2603 -0.2835 0.0 0.0 0.0 0.000
H -4.1884 -3.2433 1.0387 0.0 0.0 0.0 0.003
H -1.1306 -2.9507 3.0188 0.0 0.0 0.0 0.000
H -1.9787 -3.5856 1.6067 0.0 0.0 0.0 0.001
H -2.8502 -3.2975 3.1084 0.0 0.0 0.0 0.004
H -0.3678 -0.1056 4.2283 -0.1 0.0 0.0 0.003
H -1.3087 -1.5780 4.4531 0.0 0.0 0.0 0.000
H -2.0197 -0.0217 4.8222 0.0 0.0 0.0 0.003
H -0.8218 1.9051 3.5953 0.0 0.0 0.0 0.001
H -2.5174 2.2731 3.8751 0.0 0.0 0.0 0.004
H -1.6773 2.9996 2.5145 0.0 0.0 0.0 0.000
C 3.2039 2.3630 0.6080 0.2 0.1 0.1 0.005
N 1.9466 1.6075 0.7134 -0.4 -0.2 -0.3 0.035
P 1.8681 -0.0960 0.8169 0.2 0.7 0.9 0.182
C 1.9017 -0.5063 2.5900 0.0 -0.1 -0.3 0.021
C 2.5278 0.3012 3.5381 0.0 -0.1 0.0 0.006
C 2.6346 -0.1375 4.8503 0.0 0.1 0.0 0.002
C 2.1151 -1.3716 5.2220 0.0 -0.1 0.0 0.004
C 1.4892 -2.1790 4.2818 0.1 -0.1 0.0 0.001
C 1.3741 -1.7402 2.9716 0.2 0.0 -0.1 0.012
C 3.5084 -0.6081 0.2239 -0.4 -0.3 -0.2 0.036
C 3.8125 -0.3771 -1.1219 -0.1 0.0 0.0 0.010
C 5.0732 -0.6816 -1.6048 0.0 0.0 -0.1 0.001
C 6.0283 -1.2336 -0.7577 0.0 0.0 0.0 0.012
C 5.7191 -1.4860 0.5715 0.1 0.0 0.0 0.001
C 4.4582 -1.1843 1.0675 -0.1 0.0 0.0 0.015
P 0.4363 2.2892 0.2878 0.9 0.1 -0.1 0.159
C 0.5202 2.8944 -1.4196 -0.4 -0.3 0.2 0.031
C 1.4138 3.8983 -1.7954 0.1 0.0 -0.1 0.005
C 1.4070 4.3636 -3.1001 0.1 0.0 0.0 0.003
C 0.5085 3.8445 -4.0248 -0.1 0.0 0.0 0.001
C -0.4021 2.8687 -3.6463 0.0 0.0 -0.1 0.002
C -0.3933 2.3867 -2.3460 0.1 0.0 0.1 0.018
C 0.3485 3.7937 1.2798 -0.3 -0.2 -0.1 0.024
C 0.9588 3.8809 2.5318 0.0 0.0 -0.1 0.015
C 0.8471 5.0470 3.2696 0.0 -0.1 0.0 -0.001
C 0.0878 6.1067 2.7876 0.0 0.0 0.0 0.018
C -0.5554 6.0073 1.5607 -0.1 0.0 0.0 -0.001
C -0.4301 4.8526 0.8052 0.1 0.0 0.0 0.015
H 3.9849 1.8682 1.1823 0.0 0.0 0.0 0.000
H 3.0615 3.3650 1.0096 0.0 0.0 0.0 0.001
H 3.5455 2.4426 -0.4252 -0.1 0.0 0.0 0.001
H 2.9595 1.2514 3.2493 0.0 0.0 0.0 0.000
H 3.1468 0.4769 5.5790 0.0 0.0 0.0 0.000
H 2.2044 -1.7083 6.2462 0.0 0.0 0.0 0.000
H 1.0985 -3.1442 4.5798 0.0 0.0 0.0 0.000
H 0.8877 -2.3585 2.2216 0.0 0.0 0.0 0.013
H 3.0661 0.0635 -1.7770 0.0 0.0 0.0 0.001
H 5.3200 -0.4848 -2.6397 0.0 0.0 0.0 0.000
H 7.0155 -1.4641 -1.1348 0.0 0.0 0.0 0.001
H 6.4645 -1.9108 1.2306 0.0 0.0 0.0 0.000
H 4.2321 -1.3730 2.1089 0.0 0.0 0.0 0.001
H 2.1022 4.3309 -1.0813 0.0 0.0 0.0 0.000
H 2.0934 5.1461 -3.3945 0.0 0.0 0.0 0.000
H 0.5040 4.2176 -5.0402 0.0 0.0 0.0 0.000
H -1.1253 2.4994 -4.3615 0.0 0.0 0.0 0.000
H -1.1052 1.6263 -2.0376 -0.1 0.1 -0.1 0.013
H 1.5219 3.0422 2.9231 0.0 0.0 0.0 0.000
H 1.3482 5.1278 4.2248 0.0 0.0 0.0 0.000
H -0.0090 7.0090 3.3762 0.0 0.0 0.0 0.001
H -1.1516 6.8305 1.1911 0.0 0.0 0.0 0.000
H -0.9180 4.7826 -0.1596 0.0 0.0 0.0 0.000
C 2.6314 -4.9769 0.2868 0.1 0.1 -0.1 0.063
Te 1.4951 -3.5461 -0.8159 0.1 -0.8 0.4 0.766
C -0.0946 -4.9409 -1.0554 0.0 0.1 -0.1 0.065
H 2.0306 -5.4278 1.0752 -0.1 0.1 -0.1 0.008
H 3.5174 -4.5155 0.7166 0.0 0.1 -0.1 0.000
H 2.9421 -5.7605 -0.4063 0.0 0.0 -0.1 0.015
H 0.2726 -5.7519 -1.6853 0.1 0.0 0.0 0.014
H -0.9306 -4.4482 -1.5399 0.0 0.1 0.0 0.000
H -0.3824 -5.3456 -0.0868 0.1 0.1 0.1 0.009
C -2.4042 -0.3702 -4.7785 0.1 0.0 0.1 0.001
C -2.0695 -1.3495 -3.6703 -0.1 -0.3 -0.2 0.008
C -3.1410 -2.4325 -3.6014 0.1 0.1 0.1 0.002
O -2.1009 -0.6342 -2.3994 -0.2 0.5 0.2 0.043
B -1.0869 -1.0262 -1.6073 0.0 -0.4 -0.4 0.237
O -0.2598 -1.9467 -2.2504 -0.3 0.3 0.6 0.063
C -0.6172 -1.9205 -3.6898 0.1 0.1 -0.3 0.011
C -0.4962 -3.3130 -4.2754 0.1 0.1 0.1 0.005
C 0.3905 -0.9858 -4.3493 -0.1 -0.1 0.2 0.002
H -3.4219 -0.0106 -4.6323 0.0 0.0 0.0 0.000
H -2.3541 -0.8611 -5.7505 0.0 0.0 0.0 0.000
H -1.7340 0.4867 -4.7863 0.0 -0.1 0.0 0.000
H -4.1134 -1.9693 -3.4375 0.0 0.0 0.0 0.000
H -2.9476 -3.1336 -2.7871 0.0 0.0 0.0 0.000
H -3.1905 -2.9809 -4.5405 0.0 -0.1 0.0 0.001
H -1.1448 -4.0410 -3.7942 0.0 0.0 0.0 0.000
H 0.5367 -3.6593 -4.2065 0.0 0.0 -0.1 0.004
H -0.7591 -3.2727 -5.3324 0.0 -0.1 0.0 0.001
H 0.2754 0.0331 -3.9760 0.1 0.0 0.0 0.000
H 0.2726 -0.9904 -5.4314 0.0 0.1 0.0 0.000
H 1.3972 -1.3318 -4.1102 0.0 0.0 -0.1 0.000
```
Forces are in eV/Å.

Computed properties:
- Charge: +3
- Frontier orbital gap (spin up / spin down): 7.607 / 5.352 eV
- Spin multiplicity: 6

=====

[2]
Here is a structure of composition C45H60KN4P3S2Si from OMol25. Energies are from wB97M-V/def2-TZVPD.

XYZ file:
```
116
Properties=species:S:1:pos:R:3:forces:R:3:mulliken_charge:R:1
K 0.3521 0.2297 -1.6658 0.2 0.2 -0.3 0.961
C -3.8529 1.0656 -2.2250 0.0 -0.1 -0.1 -1.632
C -2.6851 0.1961 -1.7686 -0.1 0.0 0.0 3.236
C -2.4395 -0.9340 -2.7797 -0.1 0.0 0.1 -1.275
P -2.7167 -0.5517 -0.0627 0.2 0.2 0.1 1.297
C -4.4905 -1.0900 0.1560 -0.1 -0.1 -0.1 0.635
C -4.5203 -2.2676 1.1326 0.0 0.0 0.0 -1.438
C -5.5664 -0.0844 0.5502 0.0 0.1 0.0 -1.864
C -2.3860 0.9114 1.0316 0.1 -0.2 0.0 0.436
C -3.1908 2.0439 1.1275 -0.1 0.0 -0.1 -0.492
C -2.8050 3.1464 1.8790 0.0 0.0 0.0 -1.208
C -1.5929 3.1155 2.5488 0.0 0.1 0.0 -0.785
C -0.7855 1.9904 2.4685 0.1 0.0 0.0 -0.682
C -1.1458 0.8666 1.7190 -0.1 -0.1 -0.1 0.350
Si 0.0443 -0.6494 1.4654 -0.1 0.0 0.2 0.526
C -1.0045 -2.0016 2.3992 0.1 0.4 0.2 -0.009
C -1.7150 -1.7109 3.5661 -0.1 0.0 0.1 -0.105
C -2.4411 -2.6742 4.2539 0.0 0.0 0.0 -1.131
C -2.4752 -3.9763 3.7706 0.1 0.1 0.0 -0.919
C -1.7878 -4.2839 2.6045 -0.1 -0.2 0.1 -0.391
C -1.0628 -3.3121 1.9176 0.1 -0.3 -0.4 0.914
P -0.2196 -3.5783 0.3044 -0.2 0.3 0.0 0.913
C 1.5235 -3.8127 0.8865 0.2 0.0 0.0 2.560
C 2.4159 -4.2113 -0.2870 0.1 -0.1 0.0 -1.401
C 1.7702 -4.6543 2.1344 0.0 0.0 0.1 -1.747
C -0.7774 -5.2361 -0.3264 0.1 -0.2 -0.1 0.283
C -0.3656 -6.5565 0.3227 0.0 -0.1 0.0 -1.524
C -2.2848 -5.1869 -0.5707 -0.1 0.0 0.0 -1.355
C 1.3941 -0.2471 2.8208 0.1 0.1 -0.2 0.015
C 1.3905 -0.7208 4.1325 -0.1 -0.1 0.1 -0.672
C 2.3816 -0.3929 5.0485 0.1 0.0 0.1 -0.977
C 3.4156 0.4457 4.6727 0.0 0.0 0.0 -0.879
C 3.4664 0.9122 3.3646 0.0 0.0 0.0 -0.146
C 2.4948 0.5584 2.4335 -0.1 0.0 -0.2 0.092
P 2.6020 1.0334 0.6317 0.0 -0.2 0.2 0.764
C 3.5292 -0.4957 0.0439 -0.1 0.0 0.0 1.965
C 4.9828 -0.5703 0.4961 0.0 0.0 0.0 -1.938
C 3.3889 -0.7352 -1.4648 0.0 0.0 0.1 -0.554
C 3.8962 2.3588 0.6221 0.1 0.0 0.1 0.532
C 4.3314 2.6661 -0.8111 0.0 0.0 -0.1 -1.517
C 3.3063 3.6153 1.2615 0.0 0.1 0.0 -1.654
H -3.6284 1.4570 -3.2200 0.0 0.0 0.0 0.364
H -4.0216 1.9136 -1.5626 0.0 0.0 0.0 0.324
H -4.7779 0.4854 -2.2873 0.0 0.0 0.0 0.310
H -1.8174 0.8602 -1.7528 -0.3 0.1 0.0 -2.323
H -3.3202 -1.5801 -2.8473 0.0 0.0 0.0 0.368
H -1.5967 -1.5780 -2.5080 -0.1 0.0 0.0 0.040
H -2.2493 -0.5067 -3.7638 -0.1 -0.1 0.0 0.257
H -4.7360 -1.4771 -0.8431 0.0 0.0 0.0 0.362
H -4.3398 -1.9249 2.1527 0.0 0.0 0.1 0.298
H -3.7499 -3.0036 0.9064 0.0 0.0 0.0 0.116
H -5.4954 -2.7644 1.1158 0.0 0.0 0.0 0.560
H -5.3586 0.3338 1.5366 0.0 0.0 0.0 0.358
H -6.5390 -0.5847 0.6074 0.0 0.0 0.0 0.481
H -5.6594 0.7400 -0.1542 0.0 0.0 0.0 0.305
H -4.1298 2.0923 0.5949 0.0 0.0 0.0 0.187
H -3.4414 4.0219 1.9285 0.0 0.0 0.0 0.360
H -1.2718 3.9709 3.1339 0.0 0.0 0.0 0.360
H 0.1565 1.9876 3.0056 0.0 0.0 0.0 0.320
H -1.7034 -0.6931 3.9434 0.0 0.0 0.0 0.385
H -2.9812 -2.4067 5.1555 0.0 0.0 0.0 0.344
H -3.0339 -4.7472 4.2894 0.0 0.0 0.0 0.307
H -1.8283 -5.3002 2.2286 0.0 0.1 0.1 0.045
H 1.7804 -2.7814 1.1531 0.0 0.0 0.0 -2.039
H 2.3056 -5.2710 -0.5331 0.0 0.0 0.0 0.289
H 3.4691 -4.0405 -0.0463 0.0 0.0 0.0 0.399
H 2.1840 -3.6341 -1.1838 0.0 0.0 0.0 0.354
H 1.4974 -5.7000 1.9996 0.0 0.0 0.0 0.253
H 1.2022 -4.2680 2.9813 0.0 0.0 0.0 0.268
H 2.8306 -4.6235 2.4046 0.0 0.0 0.0 0.501
H -0.3109 -5.2192 -1.3219 0.0 0.0 0.1 0.479
H -0.7224 -6.6649 1.3482 0.0 0.0 0.0 0.174
H 0.7163 -6.6759 0.3404 0.0 0.0 0.0 0.301
H -0.7758 -7.3935 -0.2529 0.0 0.0 0.0 0.497
H -2.8510 -5.3022 0.3558 0.0 0.0 0.0 0.235
H -2.5835 -5.9925 -1.2459 0.0 0.0 0.0 0.513
H -2.5838 -4.2383 -1.0204 0.0 0.0 0.0 0.163
H 0.5793 -1.3612 4.4627 0.0 0.0 0.0 0.395
H 2.3350 -0.7822 6.0596 0.0 0.0 0.0 0.384
H 4.1866 0.7295 5.3797 0.0 0.0 0.0 0.373
H 4.2880 1.5539 3.0740 0.0 0.0 0.0 0.265
H 2.9760 -1.2914 0.5475 0.0 0.0 0.1 -0.967
H 5.6065 0.1506 -0.0342 0.0 0.0 0.0 0.326
H 5.3866 -1.5639 0.2823 0.0 0.0 0.0 0.437
H 5.0903 -0.3900 1.5668 0.0 0.0 0.0 0.415
H 3.6205 0.1500 -2.0575 0.0 0.0 0.0 0.008
H 2.3845 -1.0649 -1.7363 0.2 -0.1 0.1 -0.519
H 4.0548 -1.5413 -1.7833 0.0 0.0 0.0 0.509
H 4.7725 2.0349 1.1927 0.0 0.1 0.0 0.609
H 3.4846 2.7336 -1.5008 0.0 0.0 0.0 0.112
H 4.9955 1.9007 -1.2139 0.0 0.0 0.0 0.230
H 4.8700 3.6180 -0.8437 0.0 0.0 0.0 0.485
H 2.5012 4.0113 0.6386 0.0 0.0 0.0 0.273
H 4.0688 4.3948 1.3391 0.0 0.0 0.0 0.510
H 2.8981 3.4347 2.2568 0.0 0.0 0.0 0.342
S -1.1292 1.4913 -4.8585 0.1 0.4 0.0 -0.579
C -0.4128 3.0484 -4.5240 0.0 -0.1 0.0 0.687
C -1.1999 4.1911 -4.6845 -0.1 -0.1 -0.1 -1.086
C -0.7331 5.4752 -4.4369 -0.3 0.3 -0.1 0.468
C -1.6139 6.5935 -4.6362 0.2 -0.1 0.1 -0.003
N -2.3345 7.4783 -4.7963 0.0 0.0 0.0 -0.647
C 0.5868 5.6443 -4.0024 0.2 0.2 0.1 0.639
C 1.3856 4.5230 -3.8265 0.1 -0.1 0.0 -0.753
C 0.9368 3.2167 -4.0655 0.0 -0.3 0.0 -0.135
S 1.9867 1.8675 -3.7779 0.1 0.3 -0.1 -0.281
C 1.1381 6.9464 -3.7409 -0.2 -0.1 -0.1 -0.043
N 1.5835 7.9892 -3.5384 0.0 0.0 0.0 -0.646
H -2.2228 4.0604 -5.0177 0.0 0.0 0.0 0.416
H 2.4074 4.6513 -3.4898 0.0 0.0 0.0 0.394
N 0.6025 -0.9933 -4.5313 0.2 -0.1 0.1 0.177
C 1.0984 -1.9250 -4.0486 -0.1 -0.2 -0.1 -0.397
H 0.1882 -0.0390 -4.7676 0.0 0.0 0.0 0.010
N -0.2753 2.9262 -0.8905 -0.1 -0.1 -0.1 -0.325
H 0.1679 3.4404 -1.6454 0.0 0.0 0.0 0.051
H 0.3257 2.9605 -0.0747 0.0 0.0 0.0 -0.073
H -1.1464 3.3879 -0.6581 0.0 0.0 0.0 0.240
```
Forces are in eV/Å.

Computed properties:
- Charge: -2
- Frontier orbital gap: 5.409 eV
- Spin multiplicity: 1

=====

Record-wise F_max values, in eV/A: 1.2, 0.5